Record 1
Computed, not measured: one molecule with the formula C18H24N4O3S at a distorted geometry, with ωB97M-V/def2-TZVPD.

Computed properties:
Energy relative to the best compared isomer or geometry (same formula, charge and spin): 1.137 eV
SMILES: CC(C)c1nc(CNC(=O)C[C@H]2C(=O)NCCN2Cc2ccoc2)cs1
Multiplicity: 1
Orbital gap: 0.33467 Eh
Max |F|: 1.063 eV Å⁻¹
E_HOMO: -8.493 eV
LUMO energy: 0.614 eV
Calculated total energy: -41994.3333 eV

Cartesian coordinates (Å):
C -5.4162 1.0279 -1.1015
H -5.2533 2.0035 -1.5539
H -5.7631 1.1701 -0.0807
H -6.1873 0.5074 -1.6638
C -4.1196 0.2094 -1.1050
C -3.0743 0.9559 -0.3499
N -2.7923 0.7885 0.8898
C -1.8325 1.6471 1.3310
C -1.3586 2.5000 0.3841
S -2.1458 2.2329 -1.1200
H -0.6021 3.2503 0.4833
C -1.3206 1.5125 2.7344
N -0.5375 0.2955 2.8537
C 0.7319 0.2536 2.3779
O 1.3254 1.2585 2.0373
C 1.3549 -1.1242 2.3248
H 0.6180 -1.9107 2.4826
H 2.1173 -1.1923 3.1061
C 2.0651 -1.3447 0.9807
N 1.1483 -1.9483 0.0173
C 1.7847 -2.8249 -0.9443
C 3.2365 -2.4166 -1.2238
N 3.9456 -2.5062 0.0278
C 3.3478 -2.1488 1.1841
O 3.8401 -2.3715 2.2698
H 4.7987 -3.0398 0.0932
H 3.2669 -1.3901 -1.6094
H 3.6967 -3.0802 -1.9565
H 1.7949 -3.8405 -0.5261
H 1.2056 -2.8353 -1.8678
C 0.2008 -1.0035 -0.5624
C 0.7845 -0.0019 -1.5107
C 0.8556 -0.0858 -2.8711
O 1.4696 0.9922 -3.3882
C 1.8023 1.7853 -2.3544
C 1.4110 1.2332 -1.1766
H 1.5331 1.6416 -0.1937
H 2.3064 2.7031 -2.5829
H 0.5059 -0.8286 -3.5613
H -0.5621 -1.5933 -1.0800
H -0.2816 -0.4765 0.2622
H 2.4248 -0.3607 0.6295
H -1.0546 -0.5636 2.9534
H -2.1501 1.4657 3.4414
H -0.6677 2.3548 2.9697
C -4.3434 -1.1678 -0.4853
H -3.4245 -1.7482 -0.5044
H -4.6585 -1.0591 0.5483
H -5.1107 -1.7055 -1.0366
H -3.7815 0.0980 -2.1412


Record 2
Computed, not measured: C47H80F33N8O25S11 as an isolated structure at a distorted geometry, with ωB97M-V/def2-TZVPD.

Computed properties:
Multiplicity: 1
Orbital gap: 0.18533 Eh
Max |F|: 7.410 eV Å⁻¹
E_HOMO: -3.622 eV
LUMO energy: 1.421 eV
Net charge: -3
Calculated total energy: -321995.5627 eV

Cartesian coordinates (Å):
C 4.9973 2.1821 -0.5651
C 3.6416 1.6552 -1.0287
C 2.9119 0.8945 0.1579
N 1.4895 0.2329 -0.0840
C 0.8155 0.1113 1.2702
C 1.3590 -1.0666 2.0809
C 1.5231 -2.3524 1.3492
C 2.2292 -2.1942 -0.0195
C 1.5686 -1.1043 -0.8584
C 0.6316 1.2850 -0.8296
H 5.6117 1.4376 -0.0588
H 4.8377 3.0758 0.0382
H 5.3787 2.4849 -1.5402
H 3.7617 0.9691 -1.8671
H 3.0111 2.4874 -1.3418
H 2.7967 1.7012 0.8818
H 3.5386 0.1768 0.6872
H 1.0157 1.0782 1.7320
H -0.2669 0.0749 1.1474
H 2.2746 -0.6811 2.5295
H 0.6202 -1.2962 2.8487
H 1.9854 -3.1091 1.9831
H 0.5489 -2.7857 1.1223
H 3.2926 -1.9802 0.0877
H 2.0527 -3.0673 -0.6478
H 1.9489 -0.8758 -1.8540
H 0.5480 -1.3923 -1.1107
H 0.8605 2.2613 -0.4024
H -0.4149 0.9802 -0.8295
H 1.0684 1.3072 -1.8280
C -8.6396 8.1624 -6.3548
C -7.4690 7.7131 -5.4770
C -7.8039 7.4782 -3.9755
N -6.5727 7.1185 -3.1009
C -7.0792 7.3745 -1.6090
C -8.2755 6.5210 -1.1216
C -7.8072 5.0259 -1.1923
C -7.3394 4.6914 -2.6258
C -6.2460 5.5871 -3.2085
C -5.3332 7.9575 -3.2925
H -9.3830 7.4448 -6.7020
H -8.3410 8.6527 -7.2814
H -9.1772 8.9103 -5.7721
H -6.7692 8.5402 -5.5969
H -6.9308 6.9373 -6.0215
H -8.5994 6.7347 -3.9266
H -8.1913 8.4536 -3.6813
H -7.2805 8.4441 -1.5496
H -6.1715 7.3048 -1.0095
H -9.0931 6.5766 -1.8402
H -8.6216 6.8706 -0.1489
H -8.5569 4.3320 -0.8121
H -7.0232 4.9572 -0.4382
H -8.0921 4.6578 -3.4135
H -7.0490 3.6441 -2.7094
H -6.0303 5.3294 -4.2454
H -5.3060 5.5128 -2.6616
H -4.5954 7.6526 -2.5503
H -5.5171 9.0318 -3.2864
H -4.9440 7.5993 -4.2456
C 4.3130 9.4761 2.7833
C 4.0917 10.3257 1.5119
C 3.5767 11.6559 1.8603
N 3.1007 12.5261 0.6871
C 2.6561 13.9011 1.2741
C 2.2196 14.9640 0.2124
C 3.3477 15.2192 -0.8177
C 3.8086 13.8856 -1.4089
C 4.1943 12.8377 -0.3456
C 1.8252 11.9505 -0.0646
H 4.9714 9.9578 3.5062
H 4.7477 8.4875 2.6351
H 3.3365 9.3748 3.2568
H 3.4034 9.7053 0.9379
H 5.0558 10.4666 1.0233
H 4.3296 12.2644 2.3612
H 2.7818 11.4518 2.5776
H 3.4082 14.2899 1.9606
H 1.7598 13.6478 1.8404
H 2.1364 15.9039 0.7581
H 1.2281 14.8654 -0.2295
H 4.2252 15.5976 -0.2934
H 3.1706 16.0011 -1.5561
H 4.7165 14.1069 -1.9701
H 3.0738 13.6286 -2.1718
H 5.0795 13.1800 0.1905
H 4.3484 11.8879 -0.8576
H 1.9768 10.9058 -0.3361
H 1.6259 12.4885 -0.9913
H 0.9132 11.9550 0.5324
C -5.7642 -12.7035 4.9111
C -4.5539 -13.1005 4.0187
C -4.1129 -11.8584 3.2343
N -2.9986 -12.0142 2.1401
C -1.6979 -12.4865 2.8535
C -0.4322 -12.5756 1.8696
C -0.2038 -11.1900 1.2795
C -1.4932 -10.6729 0.5433
C -2.8037 -10.6308 1.4116
C -3.4647 -13.1057 1.0926
H -5.4549 -11.9342 5.6186
H -6.0921 -13.6042 5.4301
H -6.5646 -12.2869 4.2996
H -4.8409 -13.9885 3.4555
H -3.6752 -13.4637 4.5517
H -3.9311 -10.9771 3.8493
H -4.8717 -11.3875 2.6093
H -1.4938 -11.8707 3.7294
H -1.8035 -13.4987 3.2439
H 0.4584 -12.9930 2.3396
H -0.6355 -13.3732 1.1551
H 0.1359 -10.4421 1.9959
H 0.5533 -11.3091 0.5045
H -1.3245 -9.6333 0.2625
H -1.5852 -11.2537 -0.3744
H -2.7418 -10.0006 2.2989
H -3.6944 -10.4737 0.8033
H -3.0892 -14.0721 1.4291
H -2.9111 -13.0273 0.1570
H -4.5370 -12.9780 0.9441
C 3.5321 6.5552 -6.4996
F 4.3071 6.8074 -7.5412
F 3.0854 5.3397 -6.5884
F 4.3653 6.7040 -5.4243
S 2.0435 7.7956 -6.3128
O 1.7262 8.1323 -7.7609
O 1.0125 6.9458 -5.6794
O 2.5564 8.8556 -5.4395
C -3.3101 5.2197 4.9163
F -2.9939 5.3384 6.1925
F -3.3109 3.9471 4.5975
F -4.4607 5.6870 4.5346
S -1.9880 6.1082 3.8200
O -0.7771 5.3291 4.0820
O -2.4240 5.9463 2.4443
O -1.8549 7.5078 4.2578
C -7.2689 -4.0366 1.6977
F -8.4400 -3.5722 1.2634
F -6.7912 -3.2963 2.7522
F -7.4980 -5.2645 2.1052
S -5.9399 -4.0901 0.3900
O -5.5417 -2.6497 0.3539
O -4.8523 -5.0380 0.7340
O -6.6185 -4.5157 -0.8351
C 9.8877 -3.3750 4.1705
F 10.6923 -2.9335 3.2894
F 10.0852 -2.8706 5.4278
F 8.6447 -3.1368 3.7700
S 10.1613 -5.3195 4.3307
O 8.9853 -5.9226 5.0028
O 10.2912 -5.7910 2.9431
N 11.6237 -5.3373 5.2254
S 12.5673 -6.2192 4.5251
O 12.0755 -7.6003 4.4944
O 13.0781 -5.7473 3.2284
C 14.1813 -6.2125 5.6436
F 14.8723 -5.1261 5.4938
F 13.8495 -6.4107 6.9641
F 14.9234 -7.2147 5.2097
C 11.5653 -1.2707 -5.5873
F 11.4407 -1.0801 -6.8909
F 11.7283 -2.5869 -5.3660
F 12.5722 -0.5210 -5.1185
S 9.9661 -0.6478 -4.6048
O 10.2865 -0.7162 -3.1464
O 9.7396 0.7325 -5.0615
N 8.7492 -1.6602 -5.1935
S 8.5946 -2.7373 -4.0930
O 9.6592 -3.7658 -3.9917
O 8.0697 -2.1690 -2.8111
C 7.1582 -3.8899 -4.8109
F 6.7922 -4.9398 -4.0441
F 6.0879 -3.1144 -4.9835
F 7.4366 -4.3960 -6.0163
C -7.5069 -6.0407 -9.8865
F -7.9262 -5.7657 -11.1247
F -7.9542 -7.2881 -9.4897
F -6.1670 -5.9159 -9.9064
S -8.2034 -4.6668 -8.6405
O -8.5635 -3.4879 -9.4374
O -9.3672 -5.2676 -8.0025
N -6.9318 -4.5625 -7.3892
S -6.1383 -3.2812 -7.8197
O -5.9484 -2.9466 -9.2274
O -6.5259 -2.2292 -6.9212
C -4.3486 -3.8274 -7.2604
F -4.2875 -4.1398 -5.9503
F -3.9583 -4.8492 -8.0021
F -3.5876 -2.7767 -7.4444
C -3.3441 -8.9814 11.0461
F -3.4967 -10.1364 10.4379
F -4.3639 -8.6228 11.8927
F -2.2957 -8.9909 11.7168
S -3.2008 -7.7108 9.7017
O -4.3253 -7.8776 8.8206
O -3.0480 -6.4240 10.3830
N -1.8019 -8.2360 8.9146
S -1.2480 -7.0752 8.0519
O -0.6569 -7.6264 6.8417
O -2.0745 -5.9127 7.7417
C 0.1669 -6.3089 9.1369
F -0.2248 -6.0682 10.3397
F 1.1336 -7.2513 9.1761
F 0.6735 -5.2176 8.5178